Entry 1:
Molecular formula: C9H29N3O12S
Method: DFT, the ωB97M-V functional and the def2-TZVPD basis

The total energy is -1824.81617 Eh. For the HOMO energy, the calculation gives -0.331 hartree. The total charge is 0.

Each line ends with the natural charge from an NBO analysis.
CARTESIAN COORDINATES (ANGSTROEM)
C  -1.635  0.707  2.575  -0.2617
O  -1.677  1.951  3.211  -0.7530
H  -0.686  0.519  2.074  0.1691
H  -1.786  -0.138  3.246  0.1704
H  -2.381  0.625  1.784  0.1367
H  -0.862  2.375  2.933  0.4808
C  1.993  3.349  -0.027  -0.2866
O  2.194  3.422  1.401  -0.6717
H  2.949  3.488  -0.532  0.2173
H  1.606  2.340  -0.174  0.1721
H  1.188  4.052  -0.239  0.2116
H  2.809  2.716  1.613  0.4900
C  -0.669  3.366  0.989  -0.2758
O  0.154  2.717  1.881  -0.7538
H  -0.182  3.214  0.026  0.1500
H  -1.676  2.956  1.059  0.2185
H  -0.707  4.419  1.268  0.1881
H  1.021  3.032  1.616  0.4724
O  -5.428  -3.185  -0.340  -0.9203
S  -4.526  -3.233  -1.492  2.3467
O  -5.064  -3.353  -2.812  -0.8993
O  -3.575  -1.906  -1.459  -0.7202
C  -3.182  -1.342  -0.232  -0.0815
C  -1.810  -0.728  -0.618  -0.5676
C  -3.207  -4.445  -1.251  -0.8846
H  -3.068  -2.038  0.599  0.1888
H  -3.910  -0.578  0.042  0.1991
H  -1.915  0.162  -1.239  0.1815
H  -1.228  -1.430  -1.215  0.1922
H  -1.234  -0.541  0.288  0.3019
H  -2.378  -4.325  -1.950  0.2555
H  -3.692  -5.421  -1.254  0.2526
H  -2.656  -4.256  -0.330  0.2427
C  3.648  -1.645  0.099  -0.5063
N  4.517  -2.490  -0.729  0.5351
O  4.139  -2.838  -1.876  -0.4286
O  5.533  -2.805  -0.156  -0.3814
H  2.651  -2.065  -0.035  0.2774
H  3.804  -0.694  -0.409  0.2576
H  4.053  -1.650  1.110  0.2103
C  1.394  0.758  1.018  -0.6016
N  0.666  -0.525  0.540  0.4941
O  -0.486  -0.649  0.842  -0.3307
O  1.344  -1.406  -0.002  -0.4464
H  2.030  1.183  0.242  0.2186
H  2.001  0.372  1.837  0.2339
H  0.746  1.544  1.406  0.2914
C  0.664  0.562  -2.323  -0.4923
N  2.127  0.732  -2.040  0.5406
O  2.800  1.475  -2.717  -0.3526
O  2.550  0.072  -1.102  -0.4057
H  0.510  -0.495  -2.538  0.2606
H  0.421  1.200  -3.173  0.2429
H  0.109  0.869  -1.436  0.2214

Entry 2:
Molecular formula: C3H9NO2S
Method: DFT, the ωB97M-V functional and the def2-TZVPD basis

The total energy is -722.73257 Eh. Its expectation value of S² is 0.753. For the HOMO energy (alpha / beta), the calculation gives -0.495 / -0.495 hartree. The value obtained for the relative energy (zero: lowest compared OMol25 entry of this formula, charge and spin) is 59.7 kcal/mol. The total charge is +1. Its spin multiplicity is 2.

Each line ends with the natural charge from an NBO analysis.
CARTESIAN COORDINATES (ANGSTROEM)
O  0.235  -0.196  1.702  -0.4933
C  -0.518  0.261  0.887  0.5406
N  -0.024  0.890  -0.318  -0.6894
C  0.474  -0.031  -1.329  -0.2319
C  1.796  0.490  -1.939  -0.5288
S  3.164  0.282  -0.710  0.7014
H  -1.554  0.414  1.196  0.1579
H  0.662  1.514  0.084  0.3710
H  0.769  -1.028  -0.993  0.2092
H  -0.269  -0.017  -2.123  0.2521
H  2.204  -0.160  -2.725  0.2811
H  1.812  1.523  -2.278  0.2657
H  3.453  1.599  -0.511  0.1638
H  -3.720  -2.407  2.555  0.4690
H  -4.357  -1.103  3.200  0.4752
O  -4.128  -2.032  3.304  -0.9435

Entry 3:
Molecular formula: C3H18O6
Method: DFT, the ωB97M-V functional and the def2-TZVPD basis

The total energy is -576.52883 Eh. For the HOMO energy, the calculation gives -0.391 hartree. The value obtained for the relative energy (zero: lowest compared OMol25 entry of this formula, charge and spin) is 9.9 kcal/mol. The total charge is 0.

Each line ends with the natural charge from an NBO analysis.
CARTESIAN COORDINATES (ANGSTROEM)
O  -2.904  -0.685  -2.408  -0.9445
H  -2.303  -0.978  -1.717  0.4661
H  -2.518  0.140  -2.730  0.4796
O  0.514  1.113  -1.330  -0.9883
H  0.983  1.577  -0.600  0.4929
H  0.371  0.204  -1.005  0.4849
O  -2.339  -4.070  -1.748  -0.9460
H  -1.841  -3.958  -2.566  0.4673
H  -3.258  -3.932  -2.006  0.4813
O  3.140  -0.307  -1.311  -0.9695
H  2.276  0.135  -1.214  0.4807
H  3.549  0.134  -2.062  0.4705
O  0.070  -1.668  -1.270  -0.9651
H  -0.674  -2.128  -1.678  0.4824
H  0.704  -2.364  -1.058  0.4915
C  -0.632  2.373  1.824  -0.6373
C  0.664  1.682  2.209  0.0983
C  0.524  0.195  2.481  -0.6342
O  1.600  1.941  1.158  -0.7366
H  -1.424  2.301  2.566  0.2154
H  -0.997  1.910  0.896  0.2161
H  -0.497  3.403  1.490  0.2237
H  0.980  2.115  3.171  0.1544
H  1.515  -0.160  2.789  0.2024
H  0.366  -0.364  1.552  0.2110
H  -0.255  -0.022  3.204  0.2233
H  2.386  1.414  1.365  0.4798

Entry 4:
Molecular formula: C2H3O3S2
Method: DFT, the ωB97M-V functional and the def2-TZVPD basis

The total energy is -1100.18580 Eh. For the HOMO energy, the calculation gives -0.171 hartree. The value obtained for the relative energy (zero: lowest compared OMol25 entry of this formula, charge and spin) is 6.0 kcal/mol. The total charge is -1.

Each line ends with the natural charge from an NBO analysis.
CARTESIAN COORDINATES (ANGSTROEM)
C  0.795  -0.662  0.223  0.7371
C  -0.168  0.482  -0.350  0.0006
O  0.251  -1.602  0.792  -0.7476
O  1.973  -0.398  -0.042  -0.7482
O  0.563  1.393  -1.017  -0.7518
S  -1.474  -0.305  -1.334  -0.1053
S  -1.064  1.275  1.219  -0.2079
H  1.493  1.044  -0.864  0.5085
H  -1.442  -1.372  -0.533  0.1672
H  -0.928  0.145  1.906  0.1474

Entry 5:
Molecular formula: C3H10NO
Method: DFT, the ωB97M-V functional and the def2-TZVPD basis

The total energy is -249.86836 Eh. For the HOMO energy, the calculation gives -0.527 hartree. The value obtained for the relative energy (zero: lowest compared OMol25 entry of this formula, charge and spin) is 116.4 kcal/mol. The total charge is +1.

Each line ends with the natural charge from an NBO analysis.
CARTESIAN COORDINATES (ANGSTROEM)
C  -0.008  -2.256  0.834  -0.7517
C  -0.420  -1.132  0.042  0.3617
C  0.131  0.180  0.221  -0.0492
N  0.010  1.285  -0.388  -0.3312
H  0.574  -1.963  1.706  0.2729
H  -0.920  -2.739  1.217  0.3264
H  0.539  -2.943  0.175  0.3390
H  -1.169  -1.256  -0.746  0.2348
H  0.943  0.165  0.951  0.2185
H  -0.770  1.363  -1.050  0.3849
H  -0.195  0.374  -3.164  -0.0481
H  -0.437  -0.103  -3.672  0.0483
H  0.467  2.393  0.746  0.4597
H  0.797  3.763  1.532  0.4905
O  0.458  2.869  1.596  -0.9567

Entry 6:
Molecular formula: CH5IOSi
Method: DFT, the ωB97M-V functional and the def2-TZVPD basis

The total energy is -703.48258 Eh. For the HOMO energy, the calculation gives -0.338 hartree. The value obtained for the relative energy (zero: lowest compared OMol25 entry of this formula, charge and spin) is 74.9 kcal/mol. The total charge is 0.

Each line ends with the natural charge from an NBO analysis.
CARTESIAN COORDINATES (ANGSTROEM)
C  0.324  1.040  -0.044  -1.0610
O  -1.310  -1.864  -0.738  -1.0435
Si  0.295  -0.801  0.704  1.1920
I  2.083  -2.400  0.268  -0.1469
H  -0.633  1.535  0.252  0.2582
H  1.037  1.473  0.691  0.2320
H  0.434  1.289  -1.110  0.2803
H  -1.249  -2.680  -0.224  0.4288
H  -0.571  -1.250  1.787  -0.1399

Copy entry 2 word for word.
Molecular formula: C3H9NO2S
Method: DFT, the ωB97M-V functional and the def2-TZVPD basis

The total energy is -722.73257 Eh. Its expectation value of S² is 0.753. For the HOMO energy (alpha / beta), the calculation gives -0.495 / -0.495 hartree. The value obtained for the relative energy (zero: lowest compared OMol25 entry of this formula, charge and spin) is 59.7 kcal/mol. The total charge is +1. Its spin multiplicity is 2.

Each line ends with the natural charge from an NBO analysis.
CARTESIAN COORDINATES (ANGSTROEM)
O  0.235  -0.196  1.702  -0.4933
C  -0.518  0.261  0.887  0.5406
N  -0.024  0.890  -0.318  -0.6894
C  0.474  -0.031  -1.329  -0.2319
C  1.796  0.490  -1.939  -0.5288
S  3.164  0.282  -0.710  0.7014
H  -1.554  0.414  1.196  0.1579
H  0.662  1.514  0.084  0.3710
H  0.769  -1.028  -0.993  0.2092
H  -0.269  -0.017  -2.123  0.2521
H  2.204  -0.160  -2.725  0.2811
H  1.812  1.523  -2.278  0.2657
H  3.453  1.599  -0.511  0.1638
H  -3.720  -2.407  2.555  0.4690
H  -4.357  -1.103  3.200  0.4752
O  -4.128  -2.032  3.304  -0.9435